C20H20N4O6W | ωB97M-V/def2-TZVPD

Results
HOMO energy (spin up / spin down): -0.5593 / -0.5593 Eh
E: -41111.487 eV
⟨S²⟩: 2.0202
LUMO level (spin up / spin down): -9.8 / -9.3 eV
gap between HOMO and LUMO (spin up / spin down): 5.378 / 5.891 eV

ORCA input file:
```
! RIJCOSX wB97M-V def2-TZVPD def2/J DEFGRID3
* xyz 2 3
C -4.31710 0.00891 -0.94134
C -4.50024 1.30951 -1.73484
H -4.33620 -0.86113 -1.60487
H -5.18300 -0.09218 -0.28072
H -3.42851 -0.06145 -0.30475
H -3.85301 1.42559 -2.60513
H -5.52328 1.35290 -2.12391
H -4.37491 2.18182 -1.08638
C 0.56122 -2.65732 -1.11730
C 1.38540 -3.73775 -1.44331
C 2.41693 -3.58923 -2.37669
C 2.61394 -2.35192 -2.95281
H -0.23466 -2.70314 -0.38716
H 1.19325 -4.68956 -0.95621
H 3.02692 -4.44498 -2.65848
H 3.39133 -2.15380 -3.68794
N 0.74240 -1.44764 -1.72816
C 1.76670 -1.28154 -2.62372
C 1.90239 0.06431 -3.13987
N 1.01842 0.99723 -2.64069
C 1.14271 2.30924 -2.99247
C 2.96878 1.75565 -4.46188
C 2.07839 2.69456 -3.93488
H 0.47893 3.00758 -2.49667
H 2.08876 3.75356 -4.23277
C 2.90993 0.43435 -4.04260
H 3.58949 -0.33911 -4.39085
H 3.68932 2.05294 -5.21210
W -0.37184 0.33893 -1.19719
C -1.62645 1.95371 -1.76003
H -1.91714 1.93328 -2.81984
H -1.36175 2.97972 -1.49289
H -2.49695 1.64497 -1.16685
O -0.60338 2.03521 1.37036
C -0.54993 0.82413 1.58775
O -0.84464 -0.14190 0.70912
C -0.12543 0.28358 2.95737
C 0.64672 -0.87745 3.12206
C 1.04308 -1.25426 4.43664
C 0.62176 -0.53838 5.56714
C -0.17700 0.60148 5.37420
C -0.50148 1.03781 4.07389
N -0.68307 1.30774 6.52230
O -0.38517 0.88013 7.65709
O -1.40551 2.31030 6.34353
N 1.96237 -2.34858 4.64037
O 2.39236 -2.96590 3.64671
O 2.29416 -2.63040 5.81273
H 0.97805 -1.45723 2.26031
H 0.93580 -0.83192 6.56728
H -1.03884 1.97762 3.94645
*
```

=====

C20H20N4PSSe2Ti | ωB97M-V/def2-TZVPD

Results
HOMO energy (spin up / spin down): -0.3376 / -0.3378 Eh
E: -200954.409 eV
LUMO level (spin up / spin down): -3.2 / -3.2 eV
gap between HOMO and LUMO (spin up / spin down): 5.990 / 5.995 eV

ORCA input file:
```
! RIJCOSX wB97M-V def2-TZVPD def2/J DEFGRID3
* xyz 1 1
Ti 1.40031 -0.35490 0.41010
C 5.11083 1.54509 -0.63478
C 3.83740 0.75412 -0.62669
N 3.21466 0.37124 0.53379
N 3.90572 0.59461 1.71267
C 3.33835 0.22878 2.85492
N 4.03635 0.41106 3.97945
S 1.78484 -0.47791 2.86898
C 3.12497 0.39898 -1.74866
C 3.57486 0.59321 -3.09016
C 2.81533 0.18308 -4.12325
C 1.55996 -0.44776 -3.86767
C 1.15600 -0.63742 -2.60047
N 1.90379 -0.23318 -1.50384
H 5.08264 2.35469 0.10073
H 5.25770 2.02370 -1.59779
H 5.99766 0.93348 -0.43772
H 4.84786 0.95585 1.66539
H 4.91019 0.90871 4.00037
H 3.59214 0.20034 4.85697
H 4.53406 1.05580 -3.27194
H 3.16146 0.32290 -5.13923
H 0.92736 -0.78432 -4.67682
H 0.21675 -1.12304 -2.38324
Se -0.25561 -2.20514 0.41440
P -1.46029 -0.34315 0.46433
Se -0.26911 1.50511 0.38502
C -2.57437 -0.41158 -0.94868
C -2.54838 0.54579 -1.95599
C -3.42666 0.43442 -3.02797
C -4.31966 -0.62339 -3.08766
C -4.34499 -1.58080 -2.07814
C -3.47425 -1.47892 -1.00866
C -2.48417 -0.33388 1.94021
C -3.44092 0.67797 2.03880
C -4.25931 0.73842 3.15158
C -4.12383 -0.20445 4.16559
C -3.17191 -1.20699 4.06784
C -2.34600 -1.27689 2.95108
H -1.84775 1.36786 -1.90767
H -3.41065 1.17793 -3.81405
H -5.00195 -0.70628 -3.92373
H -5.04482 -2.40501 -2.12683
H -3.49374 -2.22493 -0.22187
H -3.54563 1.41252 1.24835
H -5.00458 1.51931 3.23033
H -4.76689 -0.15431 5.03488
H -3.07042 -1.93979 4.85785
H -1.60531 -2.06095 2.86991
*
```

=====

C20H20NO12P2Zr | ωB97M-V/def2-TZVPD

Results
HOMO energy: -0.2167 Eh
E: -66999.389 eV
LUMO level: 2.5 eV
gap between HOMO and LUMO: 8.358 eV

ORCA input file:
```
! RIJCOSX wB97M-V def2-TZVPD def2/J DEFGRID3
* xyz -1 1
Zr 0.13754 0.05654 0.08908
O 2.06049 -3.06940 -1.58945
C 1.87596 -1.87248 -1.53203
O 0.70653 -1.29397 -1.46404
C 3.06273 -0.90386 -1.54248
C 2.63419 0.47761 -2.02769
C 3.82873 1.38302 -2.30771
C 4.29976 1.73954 -0.87784
C 3.33440 0.93369 -0.02300
O 2.09262 1.04417 -0.79402
C 3.60963 -0.57118 -0.10642
C 2.90593 -1.26134 1.06107
O 3.51582 -1.95095 1.84563
O 1.62386 -0.99179 1.16086
H 3.84279 -1.34548 -2.16093
H 1.85495 0.47200 -2.78377
H 4.58343 0.85718 -2.89220
H 3.52270 2.27008 -2.85970
H 5.33431 1.46429 -0.67763
H 4.17071 2.80016 -0.66929
H 3.16759 1.31311 0.97757
H 4.67084 -0.79472 -0.02054
O -1.11521 0.90509 1.64963
P -1.32393 2.27343 0.92916
O -2.66824 2.79398 0.71042
O -0.33758 2.12218 -0.28638
O -0.50790 3.35449 1.90055
P 1.06448 3.34251 2.09744
O 1.70135 3.65242 0.68299
O 1.56679 4.19986 3.16038
O 1.38665 1.76399 2.26985
H 0.64012 1.30184 2.70195
H 1.18523 3.16737 -0.00060
N -0.80921 -1.92158 0.91299
C -2.10847 -1.86903 1.51226
C -2.26783 -2.24222 2.83639
C -3.50949 -2.13509 3.44330
C -4.58620 -1.65435 2.71418
C -4.41303 -1.28526 1.38916
C -3.17584 -1.38437 0.75790
C -2.98947 -0.95686 -0.65400
C -4.02994 -1.20654 -1.55538
C -3.95174 -0.78175 -2.86932
C -2.82921 -0.08070 -3.28804
C -1.80287 0.15870 -2.38804
C -1.82319 -0.29218 -1.06646
H -0.11486 -2.32536 1.53475
H -0.81201 -2.45797 0.04557
H -1.41302 -2.60820 3.39390
H -3.62926 -2.41624 4.48163
H -5.55690 -1.54621 3.18087
H -5.24573 -0.86830 0.83741
H -4.90473 -1.75569 -1.22562
H -4.75995 -0.99458 -3.55859
H -2.75628 0.27612 -4.30892
H -0.93803 0.71424 -2.74683
*
```

=====

C20H21BF7N4NiO5S3 | ωB97M-V/def2-TZVPD

Results
HOMO energy: -0.2148 Eh
E: -130537.201 eV
LUMO level: 1.7 eV
gap between HOMO and LUMO: 7.573 eV

ORCA input file:
```
! RIJCOSX wB97M-V def2-TZVPD def2/J DEFGRID3
* xyz -1 1
Ni -1.55298 1.40630 -2.69936
N -0.99855 0.84395 -4.37697
N -2.08174 0.96114 -5.30968
C -3.31880 1.28646 -4.65389
O -4.29129 1.52619 -5.33872
O -3.25421 1.24644 -3.35561
H -0.19486 1.37966 -4.68066
H -0.74185 -0.13474 -4.28320
H -1.88124 1.62739 -6.04003
S -1.95758 -1.56660 -1.87346
C -0.72253 -1.71253 -0.78613
N -0.95399 -1.87608 0.52513
C 0.14191 -1.84339 1.48406
C 1.30240 -2.60953 0.92721
N 1.66761 -2.07319 -0.37229
C 3.10194 -1.98344 -0.62631
C 3.71160 -0.83431 0.14450
C 4.81537 -1.03382 0.96416
C 5.36851 0.02596 1.67329
C 4.81175 1.29140 1.57001
C 3.70329 1.49574 0.75626
C 3.15401 0.44064 0.04568
C 0.74239 -1.62910 -1.23910
S 1.15645 -1.01212 -2.71612
C -2.35028 -1.87074 0.99725
C -2.48627 -1.88118 2.49702
C -2.24167 -0.73224 3.24725
C -2.36391 -0.76038 4.62760
C -2.74017 -1.93044 5.27710
C -2.99640 -3.07432 4.53730
C -2.86684 -3.04632 3.15388
H -0.17956 -2.30032 2.41408
H 0.42482 -0.80519 1.68689
H 1.05871 -3.67434 0.83932
H 2.16060 -2.50312 1.59015
H 3.24052 -1.84847 -1.69473
H 3.56083 -2.92900 -0.32609
H 5.24648 -2.02626 1.04991
H 6.22870 -0.14142 2.31057
H 5.23740 2.11871 2.12454
H 3.26083 2.48033 0.66930
H 2.29067 0.61247 -0.58928
H -2.84693 -2.74750 0.57204
H -2.83855 -0.99269 0.57221
H -1.97070 0.18360 2.73921
H -2.17455 0.14019 5.19866
H -2.84039 -1.94609 6.35547
H -3.29943 -3.98810 5.03399
H -3.06803 -3.94170 2.57453
F -1.29139 4.80606 -1.77143
C 0.03480 4.79031 -1.85961
F 0.55384 4.68533 -0.64081
F 0.43869 5.95437 -2.38762
S 0.59887 3.41335 -2.93701
O 2.02442 3.55090 -2.98290
O -0.14150 3.59767 -4.16663
O 0.16573 2.19009 -2.18750
F -2.24677 2.02810 -1.03776
B -1.89450 1.88332 0.39788
F -0.82582 0.97765 0.48819
F -3.03388 1.37239 1.01670
F -1.55598 3.13254 0.87153
*
```

=====

C20H21BFeN6 | ωB97M-V/def2-TZVPD

Results
HOMO energy (spin up / spin down): -0.4923 / -0.4922 Eh
E: -65065.671 eV
⟨S²⟩: 6.3717
LUMO level (spin up / spin down): -9.2 / -10.3 eV
gap between HOMO and LUMO (spin up / spin down): 4.188 / 3.052 eV

ORCA input file:
```
! RIJCOSX wB97M-V def2-TZVPD def2/J DEFGRID3
* xyz 2 5
C 0.17488 1.97753 1.35036
N 0.80206 1.01786 0.62441
N 1.64961 1.68288 -0.25445
C 1.68339 2.99057 0.06179
C 0.75292 3.21750 1.07071
B 2.43529 1.00872 -1.40531
N 2.96130 -0.32142 -0.77709
N 2.28943 -1.13338 0.14125
C 3.09952 -2.20324 0.40129
C 4.33980 -1.96530 -0.18003
C 4.21344 -0.78957 -0.90700
Fe 0.83852 -0.89433 1.26020
N 1.62064 0.94456 -2.79144
N 0.47326 0.20335 -2.94814
C -0.03028 0.44704 -4.16415
C 0.83006 1.33569 -4.85943
C 1.85969 1.61720 -3.95983
H -0.95377 0.01152 -4.53507
H 2.73220 2.23954 -4.06892
H 0.70226 1.70733 -5.85784
H 3.41858 1.69300 -1.57892
H 4.92624 -0.24708 -1.50183
H 2.38656 3.64710 -0.43708
H 5.22178 -2.56052 -0.07628
H 0.52407 4.15187 1.54615
H 2.75495 -3.07431 0.93234
H -0.67220 1.74328 1.97543
H 0.34856 -2.67371 1.17324
C 0.53413 -2.59896 2.26283
H 1.22183 -3.42439 2.48275
H 1.07760 -1.66516 2.63425
H -0.43608 -2.66754 2.75964
C -4.53847 0.46488 3.00808
C -3.22939 0.47776 3.53803
C -2.15197 0.04081 2.77248
C -2.32820 -0.41219 1.43656
C -1.23414 -0.77953 0.60298
C -1.44905 -1.01580 -0.73179
C -2.77761 -1.16663 -1.24255
C -3.87168 -0.84023 -0.45657
C -3.69032 -0.43651 0.89414
C -4.75994 0.01661 1.70834
H -5.37089 0.80993 3.62698
H -3.04523 0.83819 4.55273
H -1.13877 0.07255 3.19999
H -0.62294 -1.08854 -1.44835
H -2.91028 -1.53271 -2.26154
H -4.88655 -0.87674 -0.86880
H -5.77485 0.01051 1.29545
*
```

=====

C20H21BrN3O6PPt | ωB97M-V/def2-TZVPD

Results
HOMO energy (spin up / spin down): -0.2464 / -0.2856 Eh
E: -120411.484 eV
⟨S²⟩: 2.0071
LUMO level (spin up / spin down): 0.2 / -0.1 eV
gap between HOMO and LUMO (spin up / spin down): 6.909 / 7.698 eV

ORCA input file:
```
! RIJCOSX wB97M-V def2-TZVPD def2/J DEFGRID3
* xyz 0 3
Pt -0.45649 0.44288 0.24999
Br -0.55017 0.67591 2.99023
C -1.55123 -0.94741 3.11830
C -2.06349 -1.24176 4.34462
C -2.78062 -2.44268 4.52253
C -2.93703 -3.29691 3.47443
C -2.40573 -2.99560 2.19523
C -2.57639 -3.90179 1.12272
C -2.05771 -3.61713 -0.10302
C -1.36716 -2.40442 -0.32098
C -1.18515 -1.46906 0.66917
C -1.69672 -1.77856 1.97377
H -1.91985 -0.56220 5.17278
H -3.19448 -2.67591 5.49443
H -3.47425 -4.22910 3.60167
H -3.12517 -4.81925 1.29812
H -2.18613 -4.31324 -0.92336
H -0.99373 -2.20839 -1.31787
C -3.10817 -0.18984 -2.21751
O -1.75246 -0.26746 -2.68398
P -0.64095 0.72503 -2.11083
O 0.63078 0.25536 -2.96616
C 1.34868 -0.92708 -2.60644
O -1.04927 2.04847 -2.89130
C -0.40677 3.32456 -2.76726
H -3.59593 -1.10612 -2.53812
H -3.60004 0.67295 -2.66504
H -3.14460 -0.11034 -1.13155
H 2.39974 -0.74780 -2.82236
H 0.98490 -1.76204 -3.20457
H 1.22617 -1.15903 -1.54728
H 0.53114 3.31371 -3.32429
H -0.23896 3.57896 -1.72229
H -1.08314 4.05028 -3.20912
O -2.48558 1.65570 0.46160
N -1.98805 2.81843 0.33332
O -2.69293 3.79458 0.25016
O -0.72666 2.90923 0.35562
N 3.76701 -0.24884 1.40791
C 2.43127 -0.46927 1.36522
N 1.81731 0.33361 0.54328
C 2.80199 1.15891 0.00680
C 2.70678 2.21144 -0.89854
C 3.87332 2.85445 -1.25441
C 5.11523 2.46956 -0.72248
C 5.22261 1.43748 0.18753
C 4.04016 0.79686 0.54232
H 4.42552 -0.74131 1.98537
H 1.94483 -1.23721 1.94598
H 1.74593 2.51667 -1.28533
H 3.83524 3.67950 -1.95288
H 6.00776 2.99893 -1.02763
H 6.17862 1.14631 0.60153
*
```

=====

C20H21Cl4O3 | ωB97M-V/def2-TZVPD

Results
HOMO energy: -0.1456 Eh
E: -77313.628 eV
LUMO level: 1.8 eV
gap between HOMO and LUMO: 5.748 eV

ORCA input file:
```
! RIJCOSX wB97M-V def2-TZVPD def2/J DEFGRID3
* xyz -1 1
Cl 3.10163 -0.24696 2.13419
C 1.88675 0.92124 2.38842
C 2.13210 2.24319 2.45359
Cl 3.64902 2.90461 2.01640
C 1.06099 3.24680 2.77011
O 1.31693 4.40633 3.06045
C -0.32998 2.72181 2.65026
Cl -1.56396 3.88756 2.78246
C -0.59478 1.41762 2.39534
Cl -2.16948 0.86252 2.08054
C 0.47925 0.36366 2.54901
O 0.30760 -0.68187 3.19737
C -2.35394 -3.61494 -0.10880
C -1.28296 -2.62215 0.34142
C -1.48098 -2.46162 1.84175
C 0.12138 -3.19693 0.13028
C -1.40533 -1.27956 -0.41166
C -0.32103 -0.30471 -0.34908
O 0.42956 -0.20497 0.68871
C -0.16546 0.59342 -1.49324
C 1.19444 1.24957 -1.81971
C 1.21483 1.95448 -3.17855
C 2.30071 0.19133 -1.78123
C 1.51347 2.31031 -0.77526
C -1.27636 0.82214 -2.27955
C -2.45547 0.09742 -2.10747
C -2.50807 -0.94920 -1.18320
H -2.35045 -3.78122 -1.19156
H -2.19290 -4.58465 0.38306
H -3.35161 -3.26496 0.19175
H -0.67350 -1.85621 2.28755
H -2.43770 -1.98118 2.06435
H -1.46184 -3.45332 2.30973
H 0.85654 -2.49508 0.54060
H 0.22598 -4.15279 0.65586
H 0.33166 -3.34466 -0.93560
H 0.53338 2.81550 -3.18711
H 2.22598 2.34151 -3.37293
H 0.94986 1.27868 -3.99983
H 2.34612 -0.27479 -0.79002
H 2.10823 -0.58616 -2.53149
H 3.27470 0.64968 -1.99250
H 1.55568 1.84593 0.21114
H 2.48787 2.77619 -0.96808
H 0.75020 3.09817 -0.75573
H -1.23177 1.57550 -3.07301
H -3.32373 0.30681 -2.73813
H -3.42357 -1.54405 -1.10061
*
```

=====

C20H21F25N2O6 | ωB97M-V/def2-TZVPD

Results
HOMO energy: -0.3424 Eh
structure (SMILES): FC(F)C(F)(F)COC(F)(F)C(F)F.FC(F)C(F)(F)COC(F)(F)C(F)F.FC(F)C(F)(F)COC(F)(F)C(F)F.CN(C)C(=O)COC(=O)NF
E: -104279.632 eV
LUMO level: 0.2 eV
gap between HOMO and LUMO: 9.542 eV

ORCA input file:
```
! RIJCOSX wB97M-V def2-TZVPD def2/J DEFGRID3
* xyz 0 1
C 3.43881 -3.36066 -0.59821
N 3.54124 -1.88705 -0.84250
C 4.92723 -1.43057 -0.90272
C 2.84039 -1.23833 0.19588
O 3.35081 -0.84583 1.22936
C 1.36524 -0.98100 0.02786
O 0.77944 -1.71851 -1.04841
C -0.16462 -2.58484 -0.66952
O -0.06739 -3.77852 -0.86547
N -1.34336 -2.00543 -0.04525
F -2.38782 -2.13768 -0.98409
H 4.40763 -3.81828 -0.67906
H 3.08165 -3.54143 0.40860
H 2.76753 -3.79102 -1.32221
H 5.03646 -0.41896 -0.54761
H 5.60916 -2.04266 -0.32224
H 5.28053 -1.46130 -1.92069
H 1.24752 0.08281 -0.11816
H 0.89744 -1.20080 0.97679
H -1.60408 -2.65382 0.68853
C -3.58317 -0.28236 3.83877
C -2.50390 -1.33440 3.53642
C -2.96766 -2.76551 3.25965
F -3.58415 -3.31408 4.31699
F -1.87430 -3.52661 2.97535
F -1.56614 -1.32608 4.50615
F -1.89078 -0.91750 2.38724
O -3.82494 0.07088 5.19741
C -4.69220 -0.64014 5.99273
C -3.97536 -1.29135 7.17854
F -3.01492 -2.13449 6.75646
F -4.87232 -2.00078 7.90056
F -5.40763 -1.53429 5.28568
F -5.57186 0.24747 6.50778
H -3.19961 0.63754 3.40442
H -4.49978 -0.49914 3.31557
H -3.63951 -2.79301 2.39526
H -3.52272 -0.52623 7.81230
C 8.60796 1.54401 -4.48173
C 7.68461 0.36902 -4.10871
C 6.19310 0.49753 -4.42861
F 5.61882 1.52134 -3.77008
F 5.56666 -0.63834 -4.03876
F 7.85304 0.05966 -2.80575
F 8.12150 -0.70052 -4.83188
O 8.97773 2.46307 -3.46220
C 8.19891 3.55150 -3.13721
C 7.68633 3.47622 -1.69569
F 6.94862 2.36734 -1.50273
F 6.90423 4.55150 -1.45048
F 7.19906 3.73601 -4.01833
F 8.99444 4.64011 -3.21226
H 9.55194 1.07425 -4.75168
H 8.26581 2.05733 -5.37982
H 6.03098 0.63206 -5.50163
H 8.52516 3.46992 -0.99691
C -6.49390 2.98998 -0.29408
C -6.90854 2.99752 -1.77777
C -8.15142 2.19738 -2.17911
F -8.00105 0.88187 -1.93512
F -8.35580 2.34826 -3.50770
F -5.85641 2.63529 -2.53956
F -7.19479 4.29465 -2.08157
O -5.44789 2.11334 0.11152
C -5.67993 0.80774 0.46452
C -4.97295 -0.18496 -0.46435
F -5.38950 -0.03450 -1.73113
F -5.27692 -1.44196 -0.05913
F -6.99226 0.54928 0.58551
F -5.13374 0.63076 1.69980
H -6.07306 3.97874 -0.12232
H -7.35673 2.91734 0.36688
H -9.03460 2.56394 -1.64818
H -3.89035 -0.04275 -0.42445
*
```

=====

> Look up the E of the third one.

-66999.389 eV